(1)
{"formula": "C6H11NO", "method": "ωB97M-V/def2-TZVPD", "fmax_ev_per_a": 1.6, "e_tot_ha": -365.18719, "lumo_ev": 0.75, "gap_ha": 0.3256, "mol_weight_g_mol": 113.16, "smiles": "C/C=C(/N)C(=O)CC", "species": ["C", "C", "C", "N", "C", "O", "C", "C", "H", "H", "H", "H", "H", "H", "H", "H", "H", "H", "H"], "coordinates": [[0.1093, -2.0567, -1.1691], [0.6260, -1.5463, 0.1381], [1.0684, -0.3078, 0.4501], [1.8248, -0.0474, 1.5773], [0.6343, 0.8731, -0.3668], [1.3835, 1.8141, -0.6081], [-0.8971, 0.9719, -0.6782], [-1.5750, 1.7475, 0.4369], [0.7078, -2.9195, -1.4816], [0.1666, -1.3178, -1.9721], [-0.9263, -2.3914, -1.0610], [0.8541, -2.3434, 0.8459], [1.8276, -0.7549, 2.3022], [1.8303, 0.9304, 1.8586], [-0.9848, 1.5005, -1.6334], [-1.4016, 0.0147, -0.8137], [-1.5330, 1.1901, 1.3787], [-1.0889, 2.7136, 0.6035], [-2.6260, 1.9291, 0.1927]]}

***

(2)
{"formula": "C4H12", "method": "ωB97M-V/def2-TZVPD", "fmax_ev_per_a": 1.1, "e_tot_ha": -159.57402, "lumo_ev": 1.12, "gap_ha": 0.4666, "mol_weight_g_mol": 60.14, "smiles": "CC.CC", "species": ["C", "C", "H", "H", "H", "H", "H", "H", "C", "C", "H", "H", "H", "H", "H", "H"], "coordinates": [[0.1530, -2.1440, 1.1700], [-0.3088, -2.3537, -0.2733], [1.0191, -2.7684, 1.3856], [0.4413, -1.1175, 1.3558], [-0.6074, -2.4173, 1.9014], [0.4962, -2.6990, -0.9178], [-0.7501, -1.4214, -0.6121], [-0.9700, -3.2164, -0.3944], [0.4613, 2.5951, 0.0900], [-0.3321, 1.9967, -1.0477], [0.1126, 3.5327, 0.5258], [0.4875, 1.8476, 0.8823], [1.4906, 2.8265, -0.2116], [-1.3161, 1.7857, -0.6253], [-0.3912, 2.5671, -1.9708], [0.0143, 0.9864, -1.2580]]}

***

(3)
{"formula": "C42H118N8O13", "method": "ωB97M-V/def2-TZVPD", "fmax_ev_per_a": 3.7, "e_tot_ha": -3086.82905, "lumo_ev": 0.54, "gap_ha": 0.3365, "mol_weight_g_mol": 943.45, "species": ["C", "C", "C", "O", "C", "N", "H", "H", "H", "H", "H", "H", "H", "H", "H", "H", "H", "C", "C", "C", "O", "C", "N", "H", "H", "H", "H", "H", "H", "H", "H", "H", "H", "H", "C", "C", "C", "O", "C", "N", "H", "H", "H", "H", "H", "H", "H", "H", "H", "H", "H", "C", "C", "C", "O", "C", "N", "H", "H", "H", "H", "H", "H", "H", "H", "H", "H", "H", "C", "C", "C", "O", "C", "N", "H", "H", "H", "H", "H", "H", "H", "H", "H", "H", "H", "C", "C", "C", "O", "C", "N", "H", "H", "H", "H", "H", "H", "H", "H", "H", "H", "H", "C", "C", "C", "O", "C", "N", "H", "H", "H", "H", "H", "H", "H", "H", "H", "H", "H", "C", "C", "C", "O", "C", "N", "H", "H", "H", "H", "H", "H", "H", "H", "H", "H", "H", "C", "C", "O", "H", "H", "H", "H", "H", "H", "C", "C", "O", "H", "H", "H", "H", "H", "H", "C", "C", "O", "H", "H", "H", "H", "H", "H", "C", "C", "O", "H", "H", "H", "H", "H", "H", "C", "C", "O", "H", "H", "H", "H", "H", "H"], "coordinates": [[-25.6253, -28.2324, -24.1963], [-25.3524, -26.7220, -24.5835], [-26.4696, -25.7591, -24.2063], [-26.3328, -24.4490, -24.5728], [-26.5675, -24.0637, -25.9454], [-24.0751, -26.4633, -23.9707], [-25.7895, -28.3104, -23.1216], [-24.9899, -28.9595, -24.7020], [-26.5400, -28.6292, -24.6369], [-25.2128, -26.5810, -25.6553], [-26.6488, -25.8641, -23.1363], [-27.4395, -26.0519, -24.6081], [-26.6806, -22.9799, -25.9209], [-27.4127, -24.5819, -26.3984], [-25.7019, -24.1596, -26.6009], [-24.1896, -26.5828, -22.9743], [-23.9045, -25.4707, -24.0466], [-28.9715, -17.0813, -16.4041], [-28.4594, -16.8440, -17.8621], [-29.4622, -17.2056, -18.9157], [-29.6975, -18.6275, -18.9185], [-30.1229, -19.0703, -20.1874], [-28.0492, -15.4389, -17.8584], [-29.9010, -16.5287, -16.2667], [-28.2826, -16.7098, -15.6454], [-29.2119, -18.1190, -16.1726], [-27.5721, -17.4766, -17.8379], [-29.0967, -16.8240, -19.8690], [-30.3667, -16.6207, -18.7487], [-30.2677, -20.1495, -20.2372], [-29.3928, -18.9185, -20.9824], [-31.0676, -18.5513, -20.3497], [-27.8584, -15.2142, -18.8244], [-27.1438, -15.3343, -17.4232], [-31.0854, -19.5552, -13.2417], [-30.9112, -21.0834, -13.2842], [-29.5089, -21.4955, -13.7240], [-29.0687, -20.9343, -14.9435], [-27.9302, -21.6815, -15.3878], [-31.2903, -21.8016, -12.1126], [-30.2860, -19.0614, -12.6892], [-32.0417, -19.1867, -12.8706], [-31.0062, -19.0848, -14.2218], [-31.5983, -21.5068, -14.0169], [-29.4346, -22.5827, -13.7004], [-28.7651, -21.1528, -13.0047], [-27.0436, -21.2888, -14.8899], [-27.5019, -21.5476, -16.3811], [-28.0990, -22.7484, -15.2419], [-30.5532, -21.4244, -11.5342], [-32.1251, -21.4302, -11.6821], [-30.0489, -27.2746, -21.7122], [-29.3011, -27.9384, -22.8942], [-28.8936, -29.3866, -22.6750], [-27.8010, -29.4751, -21.7603], [-27.4940, -30.7907, -21.3355], [-30.2556, -27.7363, -23.9408], [-29.4639, -27.4019, -20.8013], [-31.0589, -27.6551, -21.5601], [-30.1407, -26.1969, -21.8477], [-28.4687, -27.2581, -23.0744], [-28.6129, -29.7379, -23.6679], [-29.6954, -29.9473, -22.1944], [-28.2728, -31.1686, -20.6732], [-26.5790, -30.7416, -20.7452], [-27.3309, -31.5807, -22.0685], [-30.5098, -26.7613, -23.8711], [-29.9190, -27.7685, -24.8925], [-26.4142, -26.5620, -19.6180], [-26.2135, -25.4213, -18.6005], [-27.5379, -24.6514, -18.3462], [-28.0787, -24.1294, -19.4899], [-29.2191, -23.3460, -19.2693], [-25.5697, -25.9009, -17.4327], [-26.7919, -26.1422, -20.5503], [-27.0637, -27.3650, -19.2696], [-25.3765, -26.8559, -19.7756], [-25.5719, -24.6293, -18.9868], [-27.2506, -23.8370, -17.6812], [-28.1511, -25.3578, -17.7866], [-29.9028, -23.9448, -18.6676], [-29.6892, -23.1386, -20.2305], [-29.0635, -22.3274, -18.9138], [-24.7005, -26.3130, -17.7405], [-25.1815, -25.0858, -16.9800], [-30.3464, -27.6736, -17.5951], [-30.0245, -29.2579, -17.5223], [-30.6875, -30.0142, -18.6546], [-32.0867, -29.6971, -18.6411], [-32.6169, -29.3735, -19.8838], [-28.5777, -29.5410, -17.5421], [-30.0969, -27.1102, -16.6960], [-31.4357, -27.6734, -17.6332], [-29.9525, -27.1690, -18.4774], [-30.2729, -29.7156, -16.5648], [-30.5446, -31.0885, -18.5384], [-30.1981, -29.7681, -19.5970], [-32.0457, -29.7565, -20.7294], [-32.6381, -28.2840, -19.8604], [-33.5969, -29.8356, -20.0033], [-27.9548, -29.2571, -16.7995], [-28.2613, -28.9945, -18.3304], [-22.1403, -24.9868, -19.2797], [-21.6557, -26.1911, -18.5303], [-20.6651, -25.7445, -17.4521], [-19.4051, -25.4667, -17.9956], [-18.5789, -26.5737, -18.3092], [-22.7773, -26.8387, -17.8524], [-22.7803, -25.2796, -20.1120], [-21.3423, -24.2671, -19.4625], [-22.7845, -24.5244, -18.5318], [-21.2856, -26.9421, -19.2281], [-20.4500, -26.4796, -16.6765], [-21.0756, -24.8662, -16.9539], [-18.1776, -27.0791, -17.4308], [-17.6667, -26.2002, -18.7746], [-19.0831, -27.3199, -18.9232], [-22.4454, -27.2712, -17.0022], [-23.1200, -27.5573, -18.4740], [-23.3365, -20.0899, -18.6939], [-24.9095, -20.0696, -18.4219], [-25.8304, -21.0696, -19.2066], [-25.7096, -20.8594, -20.5922], [-26.7548, -21.3732, -21.4828], [-25.1245, -20.3712, -16.9840], [-22.7934, -19.3670, -18.0851], [-23.2057, -19.9939, -19.7718], [-22.9170, -21.0415, -18.3672], [-25.3107, -19.0697, -18.5873], [-26.8785, -20.9344, -18.9395], [-25.7087, -22.1175, -18.9323], [-26.4004, -21.1286, -22.4841], [-27.7446, -20.9877, -21.2383], [-26.6539, -22.4511, -21.3555], [-26.0601, -20.3392, -16.6048], [-24.5677, -19.7286, -16.4389], [-32.9141, -23.8867, -17.3072], [-31.9774, -23.3283, -16.1691], [-31.2009, -22.2776, -16.6174], [-33.1354, -22.9804, -17.8708], [-33.7992, -24.4149, -16.9527], [-32.3777, -24.5459, -17.9897], [-31.3296, -24.1016, -15.7562], [-32.5519, -23.0553, -15.2840], [-30.7025, -21.8489, -15.9178], [-28.1125, -25.6835, -14.5607], [-27.0458, -25.8151, -13.4387], [-27.2544, -26.9842, -12.6640], [-29.0375, -25.2549, -14.1751], [-28.2240, -26.5374, -15.2289], [-27.7241, -24.9252, -15.2406], [-27.1280, -24.9360, -12.7994], [-26.0184, -25.9701, -13.7681], [-27.4079, -27.6957, -13.2899], [-23.8356, -22.9648, -14.1698], [-23.5762, -23.5327, -15.6513], [-24.7496, -23.2663, -16.3853], [-24.7007, -23.4671, -13.7368], [-24.3087, -21.9906, -14.2927], [-22.9442, -22.9953, -13.5432], [-23.3902, -24.6054, -15.7025], [-22.7097, -23.0022, -16.0462], [-24.7038, -22.4137, -16.8241], [-25.2624, -30.2218, -15.4416], [-25.1390, -28.8958, -16.1644], [-26.2488, -28.0890, -16.0928], [-25.3104, -30.2318, -14.3526], [-24.4487, -30.8671, -15.7726], [-26.1765, -30.6017, -15.8977], [-25.0049, -29.0445, -17.2358], [-24.2415, -28.3984, -15.7965], [-26.1126, -27.2796, -16.5906], [-23.2992, -29.7374, -21.6904], [-23.8239, -28.9026, -20.5430], [-23.2316, -29.2657, -19.2940], [-22.2290, -29.5645, -21.8040], [-23.6137, -29.4619, -22.6970], [-23.4876, -30.8082, -21.6126], [-24.9113, -28.9343, -20.4757], [-23.5972, -27.8502, -20.7143], [-23.5046, -30.1423, -19.0136]]}

***

(4)
{"formula": "CH4N2S2", "method": "ωB97M-V/def2-TZVPD", "fmax_ev_per_a": 1.3, "e_tot_ha": -946.33232, "lumo_ev": 0.52, "gap_ha": 0.3268, "mol_weight_g_mol": 108.19, "smiles": "S/N=C\\NS", "species": ["S", "N", "C", "N", "S", "H", "H", "H", "H"], "coordinates": [[1.9830, -1.0235, -0.1902], [1.4651, 0.5291, -0.5602], [0.3198, 1.0188, -0.3068], [-0.8231, 0.4464, 0.2532], [-1.5004, -0.9958, -0.4624], [1.2243, -1.3123, 0.8929], [0.2078, 2.0863, -0.5082], [-1.6159, 1.1087, 0.3686], [-1.2605, -1.8578, 0.5131]]}

***

(5)
{"formula": "C15H18N3O6S2W", "method": "ωB97M-V/def2-TZVPD", "fmax_ev_per_a": 4.3, "e_tot_ha": -2060.54366, "lumo_ev": -12.25, "total_charge": 3, "gap_ha": 0.2105, "mol_weight_g_mol": 584.30, "species": ["W", "C", "C", "C", "C", "C", "C", "C", "S", "O", "O", "N", "C", "C", "O", "O", "H", "H", "H", "H", "H", "H", "H", "H", "H", "S", "C", "N", "O", "C", "O", "C", "N", "C", "C", "C", "H", "H", "H", "H", "H", "H", "H", "H", "H"], "coordinates": [[0.1338, 1.0064, -0.3366], [7.9300, 3.4764, -0.2695], [6.6356, 2.7648, -0.4371], [6.5876, 1.4657, -0.9641], [5.3953, 0.7982, -1.1336], [4.2254, 1.4625, -0.7597], [4.2229, 2.7650, -0.2275], [5.4318, 3.3970, -0.0720], [2.6950, 0.7157, -0.9917], [1.6223, 1.8539, -1.2402], [2.5496, -0.3040, -1.9672], [1.8271, 0.1503, 0.3299], [2.1234, 0.5965, 1.7101], [0.7616, 0.6234, 2.4345], [0.5823, 0.6169, 3.5891], [-0.2371, 0.6763, 1.4702], [8.7527, 2.9402, -0.7349], [8.1538, 3.5951, 0.7945], [7.8770, 4.4828, -0.6875], [7.5078, 0.9760, -1.2539], [5.3666, -0.1976, -1.5578], [3.2946, 3.2675, 0.0080], [5.4597, 4.4041, 0.3238], [2.5494, 1.6044, 1.7238], [2.7949, -0.0779, 2.2380], [-1.7093, 5.0744, 0.7284], [-1.1956, 3.7445, 0.2013], [-0.7731, 2.6603, -0.2393], [-1.6236, -0.3227, -0.5453], [-1.0867, -0.7922, -1.5914], [-0.1391, -0.0925, -2.0774], [-1.4396, -2.1573, -2.1102], [-2.9073, -2.4439, -2.0074], [-2.9985, -3.9312, -1.7691], [-1.9249, -4.1348, -0.7144], [-0.7655, -3.2257, -1.1766], [-1.1122, -2.2698, -3.1408], [-3.4393, -2.1445, -2.8286], [-3.2948, -1.9589, -1.1911], [-2.7573, -4.4386, -2.7025], [-4.0015, -4.2109, -1.4557], [-1.6213, -5.1761, -0.6425], [-2.2933, -3.8297, 0.2662], [-0.0174, -3.7746, -1.7430], [-0.2688, -2.7611, -0.3263]]}

***

Please write out number 5 again, unchanged.
{"formula": "C15H18N3O6S2W", "method": "ωB97M-V/def2-TZVPD", "fmax_ev_per_a": 4.3, "e_tot_ha": -2060.54366, "lumo_ev": -12.25, "total_charge": 3, "gap_ha": 0.2105, "mol_weight_g_mol": 584.30, "species": ["W", "C", "C", "C", "C", "C", "C", "C", "S", "O", "O", "N", "C", "C", "O", "O", "H", "H", "H", "H", "H", "H", "H", "H", "H", "S", "C", "N", "O", "C", "O", "C", "N", "C", "C", "C", "H", "H", "H", "H", "H", "H", "H", "H", "H"], "coordinates": [[0.1338, 1.0064, -0.3366], [7.9300, 3.4764, -0.2695], [6.6356, 2.7648, -0.4371], [6.5876, 1.4657, -0.9641], [5.3953, 0.7982, -1.1336], [4.2254, 1.4625, -0.7597], [4.2229, 2.7650, -0.2275], [5.4318, 3.3970, -0.0720], [2.6950, 0.7157, -0.9917], [1.6223, 1.8539, -1.2402], [2.5496, -0.3040, -1.9672], [1.8271, 0.1503, 0.3299], [2.1234, 0.5965, 1.7101], [0.7616, 0.6234, 2.4345], [0.5823, 0.6169, 3.5891], [-0.2371, 0.6763, 1.4702], [8.7527, 2.9402, -0.7349], [8.1538, 3.5951, 0.7945], [7.8770, 4.4828, -0.6875], [7.5078, 0.9760, -1.2539], [5.3666, -0.1976, -1.5578], [3.2946, 3.2675, 0.0080], [5.4597, 4.4041, 0.3238], [2.5494, 1.6044, 1.7238], [2.7949, -0.0779, 2.2380], [-1.7093, 5.0744, 0.7284], [-1.1956, 3.7445, 0.2013], [-0.7731, 2.6603, -0.2393], [-1.6236, -0.3227, -0.5453], [-1.0867, -0.7922, -1.5914], [-0.1391, -0.0925, -2.0774], [-1.4396, -2.1573, -2.1102], [-2.9073, -2.4439, -2.0074], [-2.9985, -3.9312, -1.7691], [-1.9249, -4.1348, -0.7144], [-0.7655, -3.2257, -1.1766], [-1.1122, -2.2698, -3.1408], [-3.4393, -2.1445, -2.8286], [-3.2948, -1.9589, -1.1911], [-2.7573, -4.4386, -2.7025], [-4.0015, -4.2109, -1.4557], [-1.6213, -5.1761, -0.6425], [-2.2933, -3.8297, 0.2662], [-0.0174, -3.7746, -1.7430], [-0.2688, -2.7611, -0.3263]]}

***

What did the first record say?
{"formula": "C6H11NO", "method": "ωB97M-V/def2-TZVPD", "fmax_ev_per_a": 1.6, "e_tot_ha": -365.18719, "lumo_ev": 0.75, "gap_ha": 0.3256, "mol_weight_g_mol": 113.16, "smiles": "C/C=C(/N)C(=O)CC", "species": ["C", "C", "C", "N", "C", "O", "C", "C", "H", "H", "H", "H", "H", "H", "H", "H", "H", "H", "H"], "coordinates": [[0.1093, -2.0567, -1.1691], [0.6260, -1.5463, 0.1381], [1.0684, -0.3078, 0.4501], [1.8248, -0.0474, 1.5773], [0.6343, 0.8731, -0.3668], [1.3835, 1.8141, -0.6081], [-0.8971, 0.9719, -0.6782], [-1.5750, 1.7475, 0.4369], [0.7078, -2.9195, -1.4816], [0.1666, -1.3178, -1.9721], [-0.9263, -2.3914, -1.0610], [0.8541, -2.3434, 0.8459], [1.8276, -0.7549, 2.3022], [1.8303, 0.9304, 1.8586], [-0.9848, 1.5005, -1.6334], [-1.4016, 0.0147, -0.8137], [-1.5330, 1.1901, 1.3787], [-1.0889, 2.7136, 0.6035], [-2.6260, 1.9291, 0.1927]]}

***

What did the fifth record say?
{"formula": "C15H18N3O6S2W", "method": "ωB97M-V/def2-TZVPD", "fmax_ev_per_a": 4.3, "e_tot_ha": -2060.54366, "lumo_ev": -12.25, "total_charge": 3, "gap_ha": 0.2105, "mol_weight_g_mol": 584.30, "species": ["W", "C", "C", "C", "C", "C", "C", "C", "S", "O", "O", "N", "C", "C", "O", "O", "H", "H", "H", "H", "H", "H", "H", "H", "H", "S", "C", "N", "O", "C", "O", "C", "N", "C", "C", "C", "H", "H", "H", "H", "H", "H", "H", "H", "H"], "coordinates": [[0.1338, 1.0064, -0.3366], [7.9300, 3.4764, -0.2695], [6.6356, 2.7648, -0.4371], [6.5876, 1.4657, -0.9641], [5.3953, 0.7982, -1.1336], [4.2254, 1.4625, -0.7597], [4.2229, 2.7650, -0.2275], [5.4318, 3.3970, -0.0720], [2.6950, 0.7157, -0.9917], [1.6223, 1.8539, -1.2402], [2.5496, -0.3040, -1.9672], [1.8271, 0.1503, 0.3299], [2.1234, 0.5965, 1.7101], [0.7616, 0.6234, 2.4345], [0.5823, 0.6169, 3.5891], [-0.2371, 0.6763, 1.4702], [8.7527, 2.9402, -0.7349], [8.1538, 3.5951, 0.7945], [7.8770, 4.4828, -0.6875], [7.5078, 0.9760, -1.2539], [5.3666, -0.1976, -1.5578], [3.2946, 3.2675, 0.0080], [5.4597, 4.4041, 0.3238], [2.5494, 1.6044, 1.7238], [2.7949, -0.0779, 2.2380], [-1.7093, 5.0744, 0.7284], [-1.1956, 3.7445, 0.2013], [-0.7731, 2.6603, -0.2393], [-1.6236, -0.3227, -0.5453], [-1.0867, -0.7922, -1.5914], [-0.1391, -0.0925, -2.0774], [-1.4396, -2.1573, -2.1102], [-2.9073, -2.4439, -2.0074], [-2.9985, -3.9312, -1.7691], [-1.9249, -4.1348, -0.7144], [-0.7655, -3.2257, -1.1766], [-1.1122, -2.2698, -3.1408], [-3.4393, -2.1445, -2.8286], [-3.2948, -1.9589, -1.1911], [-2.7573, -4.4386, -2.7025], [-4.0015, -4.2109, -1.4557], [-1.6213, -5.1761, -0.6425], [-2.2933, -3.8297, 0.2662], [-0.0174, -3.7746, -1.7430], [-0.2688, -2.7611, -0.3263]]}